One molecule with the formula C6H7ClS, computed with wB97M-V/def2-TZVPD.

Positions of all 15 atoms, in Å:
C  1.8228  1.4344  0.4972
C  0.7546  0.9194  -0.1291
C  0.7192  -0.5552  -0.2834
C  1.9218  -0.9402  -0.7835
S  -0.4720  -1.4911  0.5740
C  -1.8522  -0.8077  -0.1160
C  -2.7500  -0.2053  0.5675
Cl  -4.2940  0.2065  -0.2491
H  1.4919  2.4349  0.6835
H  2.8351  1.0926  1.1906
H  -0.2425  1.4474  -0.3122
H  2.3532  -0.1576  -1.3116
H  2.3221  -2.0868  -0.8479
H  -1.6652  -0.9024  -1.1722
H  -2.9448  -0.3887  1.6921

Output
**Kohn-Sham gap**: 9.1 eV
**Multiplicity**: 1
**Net charge**: 0
**HOMO level**: -8.642 eV
**F_max**: 5.3 eV/A
**Relative energy (zero: lowest compared OMol25 entry of this formula, charge and spin)**: 4.0149 eV
**LUMO level**: 0.45 eV
**SMILES**: C=CC(=C)S/C=C/Cl

C6H7CoLiO6 as an isolated structure, computed with wB97M-V/def2-TZVPD.

Positions of all 21 atoms, in Å:
O  4.4364  -0.1938  -0.4954
C  3.2789  0.1252  -0.1920
O  3.0288  1.0970  0.5801
O  2.2728  -0.6490  -0.6635
C  1.1350  -0.7172  0.0725
C  0.9432  -1.6085  1.0823
Co  5.0026  1.2922  0.7044
H  0.1562  -1.6166  1.8370
H  1.8461  -2.1192  1.4281
Li  1.3721  1.4410  1.3875
C  -0.4106  -1.0279  -0.5040
C  -1.2963  0.0982  -0.0028
O  -2.5520  0.0004  -0.6737
C  -3.3573  1.0468  -0.5872
O  -3.2760  1.9383  0.2228
O  -4.2159  0.9994  -1.5971
H  -0.9334  -1.9892  -0.4079
H  -0.2609  -0.9506  -1.5917
H  -0.8588  1.0899  -0.1770
H  -1.4489  0.0329  1.0830
H  -4.8621  1.7107  -1.5055

Output
**Kohn-Sham gap (spin up / spin down)**: 6.7 / 8.7 eV
**Multiplicity**: 5
**Net charge**: +1
**HOMO level (spin up / spin down)**: -10.892 / -13.636 eV
**F_max**: 6.4 eV/A
**Relative energy (zero: lowest compared OMol25 entry of this formula, charge and spin)**: 2.6128 eV
**LUMO level (spin up / spin down)**: -4.16 / -4.94 eV

C6H7F6N3O6S2Zn as an isolated structure, computed with wB97M-V/def2-TZVPD.

Positions of all 31 atoms, in Å:
Zn  -0.1846  0.9236  0.2134
F  -1.1661  0.5176  3.5717
C  -0.3229  1.4328  4.0235
F  -0.9882  2.5387  4.3428
F  0.3207  0.9710  5.0840
S  0.8855  1.8955  2.7134
O  0.0161  2.3487  1.5876
O  1.7697  2.8753  3.2383
N  1.4667  0.4657  2.4093
S  2.4677  0.1771  1.2209
O  1.8540  0.6127  -0.0549
O  3.8325  0.5183  1.4221
C  2.3634  -1.6753  1.1939
F  2.7355  -2.0803  -0.0193
F  3.1974  -2.1622  2.1009
F  1.1322  -2.0873  1.4391
C  -0.8874  -0.1541  -3.7598
C  -0.9861  0.1693  -2.3018
N  -0.5699  1.2763  -1.7765
O  0.1629  2.1843  -2.5324
C  -1.5804  -0.8222  -1.4066
C  -2.4387  -1.9536  -1.8629
N  -1.3182  -0.6747  -0.1192
O  -1.8077  -1.4477  0.7426
H  -0.4942  0.6579  -4.3655
H  -1.8780  -0.3909  -4.1456
H  -0.2676  -1.0412  -3.8982
H  0.6797  1.6878  -3.1809
H  -2.8940  -1.7621  -2.8323
H  -3.2246  -2.1119  -1.1248
H  -1.8754  -2.8891  -1.9230

Output
**Kohn-Sham gap**: 8.3 eV
**Multiplicity**: 1
**Net charge**: 0
**HOMO level**: -8.549 eV
**F_max**: 0.5 eV/A
**LUMO level**: -0.24 eV

One molecule with the formula C6H7F6NO2, computed with wB97M-V/def2-TZVPD.

Positions of all 22 atoms, in Å:
C  1.2883  0.7492  0.5314
C  -1.1950  -0.4882  -0.1465
C  2.1522  2.5124  -0.8090
C  -3.4021  -0.6391  0.7447
C  2.3155  -0.2813  0.1937
C  -0.9361  -1.9592  -0.2350
N  -0.1323  0.4036  0.1595
O  1.5353  2.0547  0.4041
O  -2.4185  0.0459  -0.0385
F  2.4505  -0.5445  -1.1335
F  3.5296  0.1045  0.6118
F  2.0560  -1.4553  0.7808
F  -0.7983  -2.5583  0.9693
F  -1.9483  -2.5933  -0.8466
F  0.1673  -2.2328  -0.9305
H  1.5129  2.2906  -1.6678
H  3.1326  2.0562  -0.9543
H  2.2652  3.5870  -0.6902
H  -4.1734  0.1031  0.9423
H  -2.9787  -0.9977  1.6848
H  -3.8349  -1.4740  0.1898
H  -0.5878  1.3167  0.2398

Output
**Kohn-Sham gap (spin up / spin down)**: 8.4 / 7.6 eV
**Multiplicity**: 1
**Net charge**: 0
**HOMO level (spin up / spin down)**: -8.075 / -7.596 eV
**F_max**: 3.8 eV/A
**Relative energy (zero: lowest compared OMol25 entry of this formula, charge and spin)**: 0.0000 eV
**LUMO level (spin up / spin down)**: 0.35 / 0.03 eV

So what do the calculations give for calculated total energy? Going down the list: -29688.471 -56442.730 -109480.725 -28222.131 eV.